Record 1
DFT (ωB97M-V/def2-TZVPD) results for a molecular structure, C34H28AgCl3N2OP2S at a distorted geometry.

Cartesian coordinates (Å):
Ag  -0.79  -0.82  -2.15
Cl  -7.41  0.23  0.38
C  -6.14  0.18  -0.75
C  -5.44  -0.98  -0.81
C  -4.28  -1.02  -1.57
Cl  -3.44  -2.56  -1.68
C  -3.75  0.04  -2.36
O  -2.68  0.00  -3.08
C  -4.61  1.20  -2.28
Cl  -4.13  2.52  -3.33
C  -5.70  1.31  -1.46
H  -5.61  -1.84  -0.16
H  -6.30  2.14  -1.44
C  -1.22  2.16  0.07
N  -0.34  1.16  0.72
P  -1.03  0.51  2.21
C  -0.40  -1.22  2.19
C  0.73  -1.64  2.82
C  1.24  -2.90  2.53
C  0.61  -3.74  1.63
C  -0.57  -3.34  1.06
C  -1.08  -2.09  1.36
C  -0.05  1.27  3.57
C  0.90  2.27  3.31
C  1.62  2.71  4.38
C  1.45  2.32  5.70
C  0.40  1.40  5.94
C  -0.31  0.86  4.89
P  0.53  0.25  -0.51
C  2.00  -0.53  0.30
C  2.51  0.11  1.39
C  3.71  -0.22  1.93
C  4.46  -1.28  1.35
C  3.97  -1.92  0.29
C  2.72  -1.56  -0.31
C  1.38  1.62  -1.33
C  2.24  2.54  -0.73
C  2.82  3.56  -1.46
C  2.62  3.63  -2.86
C  1.89  2.60  -3.46
C  1.18  1.69  -2.73
H  -2.17  2.18  0.62
H  -1.43  1.85  -0.95
H  -0.78  3.23  0.09
H  1.33  -0.96  3.41
H  2.13  -3.22  3.06
H  1.08  -4.68  1.36
H  -1.06  -4.01  0.34
H  -2.11  -1.74  1.00
H  1.10  2.65  2.36
H  2.40  3.48  4.27
H  1.98  2.81  6.51
H  0.15  1.08  6.92
H  -1.13  0.16  5.09
H  2.05  0.99  1.80
H  4.04  0.16  2.91
H  5.41  -1.57  1.77
H  4.55  -2.74  -0.22
H  2.29  -2.01  -1.22
H  2.42  2.42  0.34
H  3.41  4.35  -1.00
H  3.15  4.39  -3.40
H  1.76  2.64  -4.50
H  0.54  0.98  -3.23
S  -1.53  -2.91  -6.37
C  -0.09  -3.66  -5.80
C  0.21  -3.14  -4.60
N  -0.72  -2.27  -4.08
C  -1.69  -2.05  -4.92
H  0.44  -4.41  -6.37
H  1.09  -3.37  -3.97
H  -2.53  -1.31  -4.79

Values from the calculation:
multiplicity = 1
charge = 0
ΔE to the lowest compared entry with this formula, charge and spin = 0.0 kJ/mol
lowest unoccupied orbital energy = 0.0085 hartree
E_HOMO = -7.10 eV
F_max = 0.09183 Eh/bohr



Record 2
DFT (ωB97M-V/def2-TZVPD) results for a molecular structure, C34H28BN9Pd at a distorted geometry.

Cartesian coordinates (Å):
Pd  0.45  0.48  0.23
C  -4.44  -2.57  1.22
C  -3.37  -1.57  1.51
C  -3.20  -0.83  2.66
C  -2.04  -0.06  2.42
N  -1.59  -0.35  1.20
N  -2.38  -1.24  0.65
B  -2.08  -1.81  -0.75
N  -1.95  -0.65  -1.75
N  -1.45  0.52  -1.37
C  -1.50  1.35  -2.41
C  -2.04  0.67  -3.52
C  -2.31  -0.60  -3.06
C  -2.87  -1.74  -3.83
C  -1.17  2.76  -2.24
C  -1.64  3.71  -3.15
C  -1.41  5.06  -2.93
C  -0.72  5.47  -1.80
C  -0.23  4.53  -0.91
C  -0.45  3.18  -1.12
N  -0.73  -2.54  -0.69
N  0.28  -2.01  -0.03
C  1.32  -2.84  -0.10
C  0.95  -3.96  -0.88
C  -0.36  -3.73  -1.24
C  -1.26  -4.61  -2.04
C  2.54  -2.60  0.66
C  2.72  -1.39  1.32
C  3.83  -1.19  2.11
C  4.78  -2.19  2.27
C  4.60  -3.40  1.62
C  3.50  -3.61  0.81
C  -1.36  0.90  3.27
C  -0.16  1.48  2.84
C  0.50  2.39  3.64
C  -0.02  2.74  4.88
C  -1.21  2.18  5.31
C  -1.87  1.27  4.51
H  -5.11  -2.63  2.08
H  -4.01  -3.56  1.05
H  -5.02  -2.29  0.34
H  -3.82  -0.84  3.53
H  -2.95  -2.55  -1.08
H  -2.20  1.04  -4.51
H  -3.52  -1.37  -4.62
H  -3.45  -2.39  -3.17
H  -2.08  -2.33  -4.29
H  -2.20  3.40  -4.02
H  -1.79  5.79  -3.64
H  -0.56  6.53  -1.62
H  0.32  4.85  -0.04
H  -0.06  2.41  -0.43
H  1.55  -4.80  -1.16
H  -0.85  -5.62  -2.05
H  -1.34  -4.26  -3.06
H  -2.25  -4.63  -1.60
H  1.96  -0.60  1.18
H  3.97  -0.24  2.60
H  5.64  -2.04  2.90
H  5.34  -4.19  1.74
H  3.37  -4.56  0.31
H  0.26  1.19  1.84
H  1.43  2.83  3.30
H  0.50  3.46  5.51
H  -1.62  2.45  6.27
H  -2.81  0.84  4.86
N  2.38  1.37  -0.51
C  2.95  0.89  -1.40
C  3.78  0.48  -2.43
C  5.01  1.09  -2.56
N  6.04  1.61  -2.66
C  3.41  -0.49  -3.35
N  3.14  -1.27  -4.17

Values from the calculation:
multiplicity = 1
charge = -2
lowest unoccupied orbital energy = 0.1584 hartree
E_HOMO = -0.40 eV
F_max = 0.02859 Eh/bohr



Record 3
DFT (ωB97M-V/def2-TZVPD) results for 3 unconnected molecules or ions with the total composition C34H28ClF2NO6S.

Cartesian coordinates (Å):
C  4.11  2.80  -2.39
C  2.74  3.35  -1.97
C  2.67  4.68  -1.22
Cl  3.95  4.82  0.04
N  2.66  5.89  -2.05
C  3.60  5.97  -3.18
C  5.06  6.12  -2.75
C  5.32  7.35  -1.91
F  5.75  6.24  -3.96
S  1.18  6.51  -2.33
O  0.42  6.45  -1.14
O  1.30  7.67  -3.13
F  0.55  5.41  -3.27
H  4.06  1.71  -2.44
H  4.89  3.06  -1.68
H  4.41  3.14  -3.38
H  2.12  3.47  -2.86
H  2.23  2.61  -1.35
H  1.75  4.71  -0.64
H  3.49  5.11  -3.84
H  3.37  6.86  -3.75
H  5.45  5.22  -2.28
H  6.19  7.22  -1.27
H  4.46  7.59  -1.28
H  5.50  8.19  -2.59
O  -2.08  -3.89  -1.89
C  -1.28  -3.03  -2.20
C  -0.06  -2.77  -1.38
C  0.17  -3.54  -0.25
C  1.30  -3.33  0.52
C  2.21  -2.33  0.17
C  1.97  -1.55  -0.95
C  0.84  -1.76  -1.73
C  0.61  -0.90  -2.92
O  1.38  0.00  -3.20
C  -0.59  -1.18  -3.76
C  -0.81  -0.42  -4.90
C  -1.91  -0.67  -5.69
C  -2.80  -1.69  -5.36
C  -2.58  -2.45  -4.23
C  -1.48  -2.20  -3.42
H  -0.53  -4.32  0.02
H  1.48  -3.93  1.40
H  3.09  -2.17  0.76
H  2.66  -0.77  -1.24
H  -0.11  0.37  -5.14
H  -2.09  -0.07  -6.58
H  -3.66  -1.89  -5.99
H  -3.26  -3.25  -3.95
O  -4.55  -1.22  5.61
C  -3.99  -2.26  5.31
C  -3.63  -3.27  6.34
C  -3.96  -3.03  7.67
C  -3.64  -3.96  8.64
C  -3.00  -5.14  8.29
C  -2.66  -5.39  6.97
C  -2.97  -4.46  5.99
C  -2.59  -4.74  4.58
O  -1.98  -5.74  4.28
C  -2.98  -3.74  3.54
C  -2.67  -3.99  2.21
C  -3.02  -3.09  1.23
C  -3.70  -1.92  1.58
C  -4.01  -1.66  2.90
C  -3.65  -2.57  3.89
H  -4.46  -2.10  7.92
H  -3.90  -3.77  9.67
H  -2.76  -5.87  9.06
H  -2.16  -6.30  6.68
H  -2.15  -4.91  1.97
H  -2.77  -3.28  0.20
H  -3.98  -1.21  0.81
H  -4.53  -0.75  3.19

Values from the calculation:
multiplicity = 1
charge = 0
SMILES = CC[C@@H](Cl)N(C[C@H](C)F)S(=O)(=O)F.O=C1c2ccccc2C(=O)c2ccccc21.O=C1c2ccccc2C(=O)c2ccccc21
lowest unoccupied orbital energy = -0.0481 hartree
E_HOMO = -9.78 eV
F_max = 0.00772 Eh/bohr